The following is a quantum chemistry calculation of a single C6H8ClNO2S molecule at a distorted geometry, from the OMol25 dataset.

```
19
Properties=species:S:1:pos:R:3:nbo_charge:R:1
C 1.336 1.733 1.183 -0.31
C 1.038 0.360 1.108 -0.24
C 1.098 2.272 -0.055 -0.04
C 0.484 0.089 -0.138 0.03
C 0.259 -2.426 -0.277 -0.62
C -0.043 -1.061 -0.864 0.14
N 0.555 1.316 -0.848 -0.51
O -1.628 -0.952 -0.605 -0.86
O -3.002 -0.386 1.422 -0.87
S -3.012 -0.246 0.012 1.61
Cl -2.749 1.756 -0.587 -0.34
H 1.816 2.283 2.073 0.23
H 1.210 -0.448 1.889 0.23
H 1.377 3.286 -0.345 0.22
H -0.279 -2.667 0.545 0.23
H 0.017 -3.206 -0.951 0.22
H 1.351 -2.280 0.026 0.22
H 0.184 -1.105 -2.012 0.23
H -0.010 1.682 -1.575 0.42
```

HOMO energy: -8.51 eV
E_LUMO: 0.472 eV
energy relative to the best compared isomer or geometry (same formula, charge and spin): 34.0 kcal per mole
Kohn-Sham gap: 0.3302 hartree
energy: -1296.963468 hartree
spin multiplicity: 1

The following is a quantum chemistry calculation of a molecular structure, C39H48BrN3O5PbS2, from the OMol25 dataset.

```
99
Properties=species:S:1:pos:R:3:mulliken_charge:R:1
Pb 0.020 -0.759 -0.880 2.00
C -2.061 -1.537 -2.710 0.90
C -1.017 -0.983 -3.460 0.73
C 0.148 -1.791 -3.266 0.33
C -0.223 -2.890 -2.437 0.29
C -1.569 -2.704 -2.054 0.29
C -2.391 -3.648 -1.227 -1.65
C 0.615 -4.105 -2.184 -1.49
C 1.449 -1.644 -4.001 -1.54
C -1.098 0.181 -4.401 -1.57
C -3.483 -1.065 -2.658 -1.59
H -2.965 -4.338 -1.853 0.30
H -3.109 -3.116 -0.598 0.32
H -1.761 -4.254 -0.573 0.36
H 1.679 -3.873 -2.234 0.35
H 0.413 -4.869 -2.941 0.37
H 0.415 -4.545 -1.206 0.29
H 2.291 -1.956 -3.383 0.28
H 1.622 -0.605 -4.288 0.29
H 1.456 -2.239 -4.921 0.29
H -0.222 0.828 -4.333 0.17
H -1.975 0.797 -4.207 0.37
H -1.163 -0.159 -5.439 0.38
H -3.903 -1.132 -1.652 0.22
H -4.123 -1.661 -3.316 0.35
H -3.577 -0.027 -2.976 0.39
O -1.542 2.017 2.045 -0.89
S -0.103 2.286 1.740 1.68
C 0.023 4.076 1.458 -1.60
C -0.495 4.407 0.058 0.17
C -2.025 4.424 -0.027 -0.58
C -2.530 4.357 -1.464 -0.98
S -2.645 2.654 -2.107 0.17
O -1.443 1.921 -1.603 -0.21
C -4.042 2.116 -1.128 0.56
C -5.320 2.384 -1.600 -0.70
C -6.414 1.935 -0.877 -0.72
C -6.220 1.217 0.297 -0.62
C -4.935 0.947 0.747 -1.00
C -3.832 1.391 0.032 0.19
C 0.747 2.280 3.316 -0.01
C 2.132 2.363 3.342 -0.13
C 2.789 2.321 4.562 -0.86
C 2.061 2.182 5.739 -0.47
C 0.678 2.086 5.696 -0.67
C 0.012 2.133 4.477 -0.53
H 1.081 4.325 1.565 0.68
H -0.540 4.572 2.253 0.51
H -0.106 3.658 -0.636 -0.38
H -0.098 5.376 -0.259 0.53
H -2.405 5.335 0.444 0.54
H -2.432 3.592 0.547 0.11
H -1.865 4.881 -2.155 0.53
H -3.533 4.769 -1.584 0.54
H -5.458 2.922 -2.531 0.44
H -7.416 2.132 -1.236 0.42
H -7.075 0.863 0.857 0.40
H -4.785 0.392 1.664 0.47
H -2.826 1.197 0.381 0.47
H 2.687 2.439 2.414 0.28
H 3.869 2.386 4.597 0.42
H 2.577 2.142 6.690 0.39
H 0.115 1.968 6.613 0.41
H -1.064 2.039 4.407 0.44
Br 5.966 -6.804 2.707 -0.21
C 4.881 -5.522 1.823 0.09
C 3.527 -5.469 2.111 -0.81
C 2.744 -4.521 1.469 -0.16
C 3.303 -3.646 0.546 0.04
C 4.660 -3.729 0.263 -0.25
C 5.460 -4.664 0.904 -0.62
C 2.458 -2.601 -0.149 -0.01
O 2.941 -1.965 -1.091 -0.77
O 1.271 -2.464 0.295 -0.78
H 3.096 -6.160 2.823 0.44
H 1.682 -4.452 1.671 0.50
H 5.074 -3.049 -0.469 0.48
H 6.518 -4.728 0.692 0.44
C 1.676 2.609 -2.766 -0.83
C 2.390 2.122 -1.555 -0.19
N 2.054 1.084 -0.831 0.89
C 2.991 0.976 0.170 -0.75
C 3.904 1.974 0.053 -0.97
N 3.510 2.702 -1.052 -0.06
H 0.673 2.187 -2.770 -0.37
H 2.198 2.310 -3.677 0.43
H 1.592 3.698 -2.763 0.48
H 2.936 0.188 0.902 0.52
H 4.783 2.222 0.622 0.48
H 3.976 3.504 -1.437 0.20
C -0.942 -2.296 2.536 -1.10
C 0.317 -1.496 2.738 0.41
N 1.222 -1.995 3.615 -0.34
O 0.510 -0.444 2.150 0.20
H -1.104 -3.044 3.311 0.46
H -0.857 -2.798 1.569 0.16
H -1.787 -1.610 2.500 0.16
H 1.152 -2.945 3.933 0.21
H 2.133 -1.565 3.623 0.22
```

HOMO energy: -6.90 eV
E_LUMO: 0.320 eV
energy relative to the best compared isomer or geometry (same formula, charge and spin): 0.0 kcal per mole
Kohn-Sham gap: 0.2654 hartree
energy: -5618.693964 hartree
spin multiplicity: 1

The following is a quantum chemistry calculation of a gas-phase ion, C4H7N2 (charge +1) at a distorted geometry, from the OMol25 dataset.

```
13
Properties=species:S:1:pos:R:3:nbo_charge:R:1
C 2.456 -0.331 0.106 0.01
C -1.716 -0.923 -0.085 -0.21
C 0.400 0.734 -0.369 -0.12
C -2.051 0.417 0.355 0.30
N -0.942 0.270 -0.202 -0.19
N 1.241 -0.437 -0.087 -0.44
H 3.062 -1.255 0.516 0.22
H 2.907 0.667 0.081 0.16
H -1.526 -1.544 0.760 0.24
H -2.309 -1.224 -1.001 0.24
H 0.733 0.998 -1.432 0.28
H 0.415 1.544 0.488 0.24
H -2.670 1.083 0.869 0.26
```

HOMO energy: -14.23 eV
structure (SMILES): C=NC[N+]1=CC1
E_LUMO: -5.241 eV
energy relative to the best compared isomer or geometry (same formula, charge and spin): 124.7 kcal per mole
Kohn-Sham gap: 0.3305 hartree
net charge: +1
energy: -265.709782 hartree
spin multiplicity: 1

The following is a quantum chemistry calculation of a single C25H39N3 molecule, from the OMol25 dataset.

```
67
Properties=species:S:1:pos:R:3:nbo_charge:R:1
C 0.322 -5.165 -2.759 -0.60
H 1.313 -4.759 -2.565 0.20
C -0.753 -4.254 -2.178 -0.39
C -0.607 -4.107 -0.664 -0.43
H 0.380 -3.702 -0.431 0.20
H -0.667 -5.107 -0.226 0.20
C -1.689 -3.205 -0.022 -0.04
N -1.308 -1.824 0.190 -0.65
H -0.596 -1.786 0.913 0.37
C -0.908 -1.057 -0.966 -0.22
C -0.750 0.429 -0.580 -0.03
N -0.305 1.274 -1.665 -0.65
H -0.951 1.217 -2.445 0.35
C 1.058 1.098 -2.123 -0.22
C 1.533 2.366 -2.838 -0.40
C 1.464 3.608 -1.948 -0.39
H 1.394 4.493 -2.585 0.20
H 0.557 3.544 -1.348 0.23
C 2.679 3.788 -1.028 -0.42
C 2.771 2.737 0.040 -0.01
C 1.818 2.685 1.051 -0.24
C 1.872 1.700 2.020 -0.15
C 2.886 0.756 1.999 -0.25
C 3.850 0.810 1.008 -0.21
C 3.792 1.795 0.037 -0.22
H 4.546 1.827 -0.738 0.21
H 4.649 0.082 0.989 0.21
H 2.926 -0.016 2.754 0.21
H 1.119 1.671 2.793 0.20
H 1.024 3.414 1.075 0.22
H 3.591 3.784 -1.630 0.20
H 2.597 4.767 -0.549 0.22
H 2.553 2.212 -3.197 0.20
H 0.894 2.523 -3.711 0.20
H 1.683 0.914 -1.248 0.21
H 1.178 0.240 -2.808 0.17
C -2.084 0.967 -0.034 -0.45
C -1.877 2.257 0.698 0.09
C -1.658 2.260 2.070 -0.24
C -1.420 3.443 2.746 -0.22
C -1.391 4.644 2.056 -0.23
C -1.609 4.652 0.688 -0.21
C -1.853 3.467 0.016 -0.24
H -2.023 3.477 -1.050 0.21
H -1.588 5.586 0.144 0.21
H -1.200 5.568 2.582 0.21
H -1.254 3.432 3.814 0.21
H -1.679 1.324 2.609 0.21
H -2.493 0.208 0.633 0.24
H -2.771 1.111 -0.870 0.20
H 0.006 0.500 0.212 0.20
H 0.040 -1.400 -1.416 0.17
H -1.698 -1.151 -1.721 0.18
C -2.124 -3.750 1.346 -0.21
N -1.021 -3.728 2.289 -0.63
H -0.275 -4.328 1.951 0.35
C -1.410 -4.146 3.619 -0.40
H -1.857 -5.152 3.651 0.16
H -0.535 -4.132 4.266 0.20
H -2.142 -3.437 4.007 0.19
H -2.904 -3.096 1.745 0.20
H -2.556 -4.759 1.220 0.16
H -2.571 -3.200 -0.677 0.19
H -1.739 -4.670 -2.403 0.19
H -0.692 -3.275 -2.656 0.20
H 0.266 -6.156 -2.313 0.20
H 0.198 -5.266 -3.835 0.21
```

HOMO energy: -8.19 eV
structure (SMILES): CCC[C@@H](CNC)NC[C@H](Cc1ccccc1)NCCCCc1ccccc1
E_LUMO: 0.817 eV
energy relative to the best compared isomer or geometry (same formula, charge and spin): 2.5 kcal per mole
Kohn-Sham gap: 0.3310 hartree
energy: -1140.281229 hartree
spin multiplicity: 1

The following is a quantum chemistry calculation of 2 unconnected molecules or ions with the total composition C2H8N2O at a distorted geometry, from the OMol25 dataset.

```
13
Properties=species:S:1:pos:R:3:nbo_charge:R:1
C -0.596 -0.255 -0.469 -0.46
C -0.506 1.023 -0.019 -0.20
N -1.231 1.537 1.086 -0.87
N 0.465 -0.743 -1.329 -1.08
H -1.299 -1.047 -0.244 0.19
H 0.271 1.677 -0.413 0.17
H -0.742 1.482 1.990 0.35
H -2.161 1.179 1.190 0.36
H 0.735 -0.028 -2.004 0.33
H 0.273 -1.578 -1.867 0.29
H 1.825 -1.121 -0.030 0.48
H 1.073 -0.830 1.168 0.45
O 1.893 -1.295 0.942 -1.00
```

HOMO energy (spin up / spin down): 1.28 / -4.36 eV
E_LUMO (spin up / spin down): 4.220 / 4.140 eV
energy relative to the best compared isomer or geometry (same formula, charge and spin): 39.2 kcal per mole
Kohn-Sham gap (spin up / spin down): 0.1080 / 0.3123 hartree
net charge: -1
energy: -265.665013 hartree
spin multiplicity: 2

The following is a quantum chemistry calculation of 4 unconnected molecules or ions with the total composition C3H14N2O3 at a distorted geometry, from the OMol25 dataset.

```
22
Properties=species:S:1:pos:R:3:nbo_charge:R:1
C -0.905 -1.148 1.738 -0.62
C -1.821 -0.021 1.222 -0.24
N -0.736 1.544 -0.896 -0.83
C -0.795 1.969 0.385 0.26
N -1.231 1.312 1.404 -0.52
H -0.086 -1.284 1.023 0.20
H -1.488 -2.065 1.733 0.21
H -0.380 -0.769 2.615 0.21
H -2.747 0.048 1.790 0.20
H -1.981 -0.320 0.185 0.15
H -0.460 2.052 -1.709 0.40
H -1.012 0.621 -1.117 0.40
H -0.374 2.930 0.641 0.17
H 1.642 -1.166 -1.272 0.48
H 3.111 -0.856 -1.269 0.48
O 2.475 -1.453 -1.684 -0.96
H -0.226 -1.032 -3.340 0.48
H 1.095 -0.357 -2.925 0.49
O 0.138 -0.285 -2.891 -0.97
H 1.784 0.892 1.358 0.49
H 2.007 -0.588 1.885 0.48
O 1.991 -0.022 1.126 -0.97
```

HOMO energy: -8.67 eV
structure (SMILES): CC/N=C\N.O.O.O
E_LUMO: 0.629 eV
energy relative to the best compared isomer or geometry (same formula, charge and spin): 18.8 kcal per mole
Kohn-Sham gap: 0.3417 hartree
energy: -457.909131 hartree
spin multiplicity: 1